C3H4FO2S | ωB97M-V with the def2-TZVPD basis set

## Properties
ΔE to the lowest compared entry with this formula, charge and spin	76.0	kJ/mol
LUMO level	3.58	eV
HOMO level	-0.1776	Eh

Structure (ORCA input):
```
! wB97M-V def2-TZVPD RIJCOSX def2/J DEFGRID3
* xyz -1 1
C -0.8464 1.1864 0.2388
C 1.5736 0.1791 0.7387
C 0.5696 0.5741 -0.0262
O -1.8034 0.3602 0.3493
O -0.7929 2.3856 0.2687
F 0.9607 0.7319 -1.2946
S -0.8748 -2.2892 -0.6254
H 2.5899 -0.1488 0.3932
H -0.9576 -1.5010 -1.7528
H 1.3288 -0.1307 1.7850
H -1.7475 -1.3477 -0.0747
*
```

Let us look at the Löwdin charges, expressed in e, one per atom: atom 1 (C): -0.696, atom 2 (C): 0.001, atom 3 (C): -0.354, atom 4 (O): -0.139, atom 5 (O): 0.027, atom 6 (F): 0.015, atom 7 (S): 0.395, atom 8 (H): 0.063, atom 9 (H): -0.193, atom 10 (H): 0.062, atom 11 (H): -0.183

---

C3H4FO2S | ωB97M-V with the def2-TZVPD basis set

## Properties
ΔE to the lowest compared entry with this formula, charge and spin	62.6	kJ/mol
LUMO level (alpha / beta)	3.58 / 1.12	eV
HOMO level (alpha / beta)	-0.0077 / -0.1876	Eh

Structure (ORCA input):
```
! wB97M-V def2-TZVPD RIJCOSX def2/J DEFGRID3
* xyz -1 3
C -0.8047 0.7624 -0.8567
C 1.2840 -0.3080 0.1963
C -0.2386 -0.3964 0.0463
O -1.8428 1.2892 -0.4332
O -0.0580 0.8453 -1.8487
F -0.5587 -1.6831 -0.3966
S -1.1548 -0.2752 1.7732
H 1.6879 -0.1186 1.1919
H 1.5860 0.4819 -0.5849
H 1.7235 -1.3245 -0.0406
H -1.6238 0.7272 0.9530
*
```

Let us look at the Löwdin charges, expressed in e, one per atom: atom 1 (C): -0.687, atom 2 (C): -0.093, atom 3 (C): -0.693, atom 4 (O): -0.062, atom 5 (O): -0.034, atom 6 (F): -0.078, atom 7 (S): 0.568, atom 8 (H): 0.041, atom 9 (H): 0.092, atom 10 (H): 0.084, atom 11 (H): -0.137

---

C3H4FO3Y | ωB97M-V with the def2-TZVPD basis set

## Properties
LUMO level (alpha / beta)	-2.87 / -2.84	eV
HOMO level (alpha / beta)	-0.2703 / -0.2703	Eh

Structure (ORCA input):
```
! wB97M-V def2-TZVPD RIJCOSX def2/J DEFGRID3
* xyz 0 1
C 0.5636 -2.2536 0.1897
C 0.0332 -1.1818 -0.4944
H 1.6518 -2.3479 0.1229
H 0.0397 -2.6029 1.0836
F -1.3335 -1.0841 -0.4796
H 0.5508 -0.9394 -1.4286
Y -0.2841 -4.5910 -2.5600
O 1.5440 2.6420 -0.0443
C 0.5211 1.7570 0.1546
O 0.1151 1.5693 1.3037
O 0.2937 1.0583 -0.8811
H 1.6679 3.1415 0.7711
*
```

Let us look at the Löwdin charges, expressed in e, one per atom: atom 1 (C): -0.076, atom 2 (C): -0.252, atom 3 (H): 0.044, atom 4 (H): 0.049, atom 5 (F): -0.016, atom 6 (H): 0.094, atom 7 (Y): 0.920, atom 8 (O): 0.046, atom 9 (C): -0.806, atom 10 (O): -0.020, atom 11 (O): -0.076, atom 12 (H): 0.093

---

C3H4FeO3 | ωB97M-V with the def2-TZVPD basis set

## Properties
ΔE to the lowest compared entry with this formula, charge and spin	252.1	kJ/mol
LUMO level (alpha / beta)	-6.06 / -6.07	eV
HOMO level (alpha / beta)	-0.5052 / -0.5286	Eh

Structure (ORCA input):
```
! wB97M-V def2-TZVPD RIJCOSX def2/J DEFGRID3
* xyz 1 6
O 1.2530 -1.3943 -0.8431
C 1.9313 -0.2046 -0.8697
C 0.9983 0.9735 -0.7717
O -0.1615 0.8049 -1.2288
Fe -0.5818 -1.1258 -0.5860
H 2.5137 -0.0435 -1.8057
H 2.6690 -0.0638 -0.0468
H 1.4307 1.9892 -0.7498
C -1.1704 -0.2065 1.2140
O -2.3739 0.3437 1.1805
H -2.8866 0.1577 1.9835
*
```

Let us look at the Löwdin charges, expressed in e, one per atom: atom 1 (O): -0.275, atom 2 (C): -0.302, atom 3 (C): -0.129, atom 4 (O): -0.067, atom 5 (Fe): 0.994, atom 6 (H): 0.160, atom 7 (H): 0.144, atom 8 (H): 0.155, atom 9 (C): 0.142, atom 10 (O): 0.036, atom 11 (H): 0.142

---

C3H4HgO | ωB97M-V with the def2-TZVPD basis set

## Properties
ΔE to the lowest compared entry with this formula, charge and spin	0.0	kJ/mol
LUMO level (alpha / beta)	-5.61 / -6.66	eV
HOMO level (alpha / beta)	-0.4865 / -0.4986	Eh

Structure (ORCA input):
```
! wB97M-V def2-TZVPD RIJCOSX def2/J DEFGRID3
* xyz 1 2
C -0.6950 -0.9942 -0.0880
C -1.0352 0.4301 -0.0682
C 0.3592 0.3321 0.2903
O 1.4479 0.6681 -0.1539
Hg 3.3070 0.4252 0.3428
H -0.6319 -1.5222 -1.0417
H -0.7888 -1.5978 0.8183
H -1.3281 0.9464 -0.9851
H -0.6350 1.3123 0.8855
*
```

Let us look at the Löwdin charges, expressed in e, one per atom: atom 1 (C): 0.077, atom 2 (C): -0.058, atom 3 (C): -0.371, atom 4 (O): -0.335, atom 5 (Hg): 1.017, atom 6 (H): 0.129, atom 7 (H): 0.101, atom 8 (H): 0.141, atom 9 (H): 0.299

---

C3H4I2 | ωB97M-V with the def2-TZVPD basis set

## Properties
ΔE to the lowest compared entry with this formula, charge and spin	196.0	kJ/mol
LUMO level (alpha / beta)	-1.23 / -2.87	eV
HOMO level (alpha / beta)	-0.3511 / -0.3018	Eh

Structure (ORCA input):
```
! wB97M-V def2-TZVPD RIJCOSX def2/J DEFGRID3
* xyz 0 1
C -0.2414 0.1920 -1.5518
C -0.0097 0.5838 -0.2405
C 0.6815 -0.2655 0.6277
I -1.9355 -1.6826 2.2702
I 1.6364 0.5793 2.3609
H -0.9154 0.8108 -2.2540
H 0.3926 -0.5621 -1.9216
H -0.4366 1.5667 0.2242
H 0.8280 -1.2224 0.4849
*
```

Let us look at the Löwdin charges, expressed in e, one per atom: atom 1 (C): 0.029, atom 2 (C): -0.351, atom 3 (C): -0.649, atom 4 (I): 0.043, atom 5 (I): 0.719, atom 6 (H): 0.094, atom 7 (H): 0.042, atom 8 (H): 0.124, atom 9 (H): -0.051

---

C3H4I2O | ωB97M-V with the def2-TZVPD basis set

## Properties
ΔE to the lowest compared entry with this formula, charge and spin	121.3	kJ/mol
LUMO level	-0.45	eV
HOMO level	-0.3377	Eh

Structure (ORCA input):
```
! wB97M-V def2-TZVPD RIJCOSX def2/J DEFGRID3
* xyz 0 1
C 1.5723 -0.1440 -0.4613
C 0.3076 0.1076 -0.8347
C -0.7644 0.1014 0.1939
O -0.3198 0.0756 1.4496
I -2.0025 -1.7073 -0.1368
I -2.0760 1.9075 -0.1325
H 2.4574 -0.2586 -1.1289
H 1.6045 -0.5780 0.6311
H 0.1680 0.3576 -1.8565
H -0.9470 0.1382 2.2761
*
```

Let us look at the Löwdin charges, expressed in e, one per atom: atom 1 (C): 0.025, atom 2 (C): -0.350, atom 3 (C): -1.306, atom 4 (O): -0.215, atom 5 (I): 0.720, atom 6 (I): 0.682, atom 7 (H): 0.078, atom 8 (H): 0.107, atom 9 (H): 0.081, atom 10 (H): 0.178

---

C3H4IN | ωB97M-V with the def2-TZVPD basis set

## Properties
ΔE to the lowest compared entry with this formula, charge and spin	237.4	kJ/mol
LUMO level	0.06	eV
HOMO level	-0.2965	Eh
SMILES	IN1C=CC1

Structure (ORCA input):
```
! wB97M-V def2-TZVPD RIJCOSX def2/J DEFGRID3
* xyz 0 1
I -2.7610 0.1229 -0.2202
N -0.8571 -0.1201 0.3421
C -0.0157 -1.1018 0.0633
C 1.0908 -0.3876 -0.2170
C 0.1468 0.9535 0.0297
H -0.3376 -2.1931 0.1946
H 2.1935 -0.3810 -0.1957
H 0.5381 1.6187 0.7919
H 0.0023 1.4884 -0.7886
*
```

Let us look at the Löwdin charges, expressed in e, one per atom: atom 1 (I): 0.809, atom 2 (N): -0.655, atom 3 (C): -0.311, atom 4 (C): -0.020, atom 5 (C): -0.169, atom 6 (H): 0.133, atom 7 (H): 0.080, atom 8 (H): 0.104, atom 9 (H): 0.030